1.
Density functional theory data (wB97M-V/def2-TZVPD) for a molecular structure, C35H43CoN6O5PS.

## Properties
- E_tot: -4186.498441 a.u.
- Frontier orbital gap (alpha / beta): 2.70 / 2.97 eV
- ΔE to the lowest compared entry with this formula, charge and spin: 2.534 eV
- HOMO level (alpha / beta): 0.17 / -0.10 eV
- Net charge: -2
- Multiplicity: 4

```
92
Properties=species:S:1:pos:R:3:forces:R:3
Co 0.0815 -0.9913 -0.1520 0.0 0.4 -0.4
C -3.2680 3.4978 2.0561 0.0 0.0 0.0
C -1.8097 3.5653 2.5014 0.1 0.0 0.0
N -1.3660 2.3719 3.1866 0.0 0.1 0.0
C -1.4785 2.3345 4.6347 -0.1 0.0 0.0
C -2.7104 1.5958 5.1508 0.0 0.0 0.0
C -0.7798 1.3145 2.5108 -0.2 -0.1 0.0
S -0.4765 1.4649 0.8311 0.0 -0.3 0.0
N -0.4801 0.3028 3.3124 0.3 0.1 0.1
C -0.1123 -0.9254 2.8940 0.0 0.2 0.2
O -0.4076 -1.4756 1.8409 -0.2 -0.6 0.1
C 0.6929 -1.7088 3.9092 -0.1 0.1 0.0
C 0.9273 -1.2348 5.1941 0.0 0.0 0.1
C 1.7066 -1.9625 6.0834 0.0 0.0 0.0
C 2.2659 -3.1722 5.6926 0.0 0.0 0.0
C 2.0337 -3.6512 4.4100 0.0 0.0 0.0
C 1.2482 -2.9221 3.5285 0.1 -0.1 -0.1
H -3.5460 4.3991 1.4996 0.0 0.0 0.0
H -3.9458 3.4019 2.9068 0.0 0.0 0.0
H -3.4039 2.6269 1.4115 0.0 0.0 0.0
H -1.6583 4.4188 3.1693 0.0 0.0 0.0
H -1.1765 3.7012 1.6262 0.0 0.0 0.0
H -1.4871 3.3694 4.9889 0.0 0.0 0.0
H -0.5889 1.8457 5.0300 0.0 0.0 0.0
H -3.6336 2.0792 4.8245 0.0 0.0 0.0
H -2.7077 1.5663 6.2443 0.0 0.0 0.0
H -2.6978 0.5730 4.7755 0.0 0.0 0.0
H 0.4902 -0.2875 5.4815 0.0 0.0 0.0
H 1.8828 -1.5814 7.0828 0.0 0.0 0.0
H 2.8875 -3.7338 6.3800 0.0 0.0 0.0
H 2.4725 -4.5876 4.0884 0.0 0.0 0.0
H 1.0719 -3.2678 2.5194 0.0 0.0 0.0
O 1.1854 -7.4604 -2.7771 0.0 0.0 0.0
C 0.6977 -6.5099 -3.4245 -0.1 0.0 0.0
O 0.4143 -6.4355 -4.6365 0.0 0.0 0.0
C 0.3872 -5.2436 -2.5941 0.0 0.1 0.0
C 0.6357 -5.1965 -1.2280 -0.1 0.0 0.1
C 0.3345 -4.0496 -0.5103 -0.1 0.0 0.0
N -0.1636 -2.9406 -1.0621 0.2 -0.1 -0.2
C -0.4035 -2.9904 -2.3798 -0.1 0.1 -0.1
C -0.1601 -4.1037 -3.1682 -0.1 -0.1 0.0
C -0.9334 -1.7122 -2.9832 -0.2 0.1 0.2
O -1.6377 -1.7230 -3.9996 0.1 0.1 0.0
O -0.6104 -0.6609 -2.3143 0.2 -0.3 -0.2
H 1.0567 -6.0689 -0.7462 0.0 0.0 0.0
H 0.4858 -4.0019 0.5611 0.1 0.0 0.0
H -0.3925 -4.0892 -4.2235 0.0 0.0 0.0
C -2.7689 3.4766 -4.3319 0.0 0.0 0.0
N -2.7841 3.7770 -2.8381 0.1 -0.1 0.0
C -3.9176 2.9828 -2.1970 0.0 0.0 0.0
N -3.8231 1.6078 -2.5016 0.0 0.0 0.0
C -3.7868 1.3911 -3.9455 0.0 0.0 0.1
N -2.6766 2.0900 -4.5890 -0.1 0.0 0.0
C -1.3728 1.4862 -4.2169 0.0 -0.1 0.0
P -0.9806 1.4586 -2.3846 -0.3 0.5 0.0
C -1.4700 3.3559 -2.2329 0.2 -0.2 0.1
C -2.6924 0.9359 -1.8249 0.0 0.0 0.0
H -1.9142 4.0122 -4.7455 0.0 0.0 0.0
H -3.7024 3.8815 -4.7337 0.0 0.0 0.0
H -2.9697 4.7710 -2.7035 0.1 0.0 0.0
H -4.8472 3.4129 -2.5818 0.0 0.0 0.0
H -3.8333 3.1446 -1.1228 0.0 0.0 0.0
H -4.7258 1.7504 -4.3804 0.0 0.0 0.0
H -3.6797 0.3242 -4.1357 0.0 0.0 0.0
H -0.5823 2.0246 -4.7477 0.0 0.0 0.0
H -1.3768 0.4522 -4.5636 0.0 0.0 0.0
H -0.6888 3.9505 -2.7117 0.0 0.0 0.0
H -1.4956 3.5898 -1.1652 0.0 0.0 0.0
H -2.7640 1.0871 -0.7436 0.0 0.0 -0.1
H -2.7844 -0.1272 -2.0226 0.0 0.0 0.0
C 2.9614 -1.8179 -2.1306 0.0 0.0 -0.1
C 3.2166 -1.5282 -0.6660 0.0 0.2 0.1
C 4.3336 -2.3838 -0.1007 0.0 0.0 0.0
C 2.1107 -1.0426 0.1827 0.0 -0.3 0.2
C 3.2231 0.0059 -0.2725 0.1 0.1 -0.1
C 4.2233 0.4689 0.6783 0.0 0.0 0.0
C 4.8190 1.6991 0.5837 -0.1 0.0 -0.1
C 4.4857 2.5969 -0.4515 0.0 -0.1 0.0
C 3.4717 2.2151 -1.3599 0.0 0.0 0.1
C 2.8608 0.9964 -1.2794 0.0 0.0 0.0
H 2.8995 -2.8997 -2.2949 0.0 0.0 0.0
H 3.7666 -1.4247 -2.7635 0.0 0.0 0.0
H 2.0184 -1.3803 -2.4571 0.0 0.0 0.0
H 4.0913 -3.4370 -0.2797 0.0 0.0 0.0
H 4.4437 -2.2480 0.9750 0.0 0.0 0.0
H 5.3023 -2.1806 -0.5744 0.0 0.0 0.0
H 2.3294 -1.2826 1.2371 0.1 0.1 0.0
H 4.4679 -0.1749 1.5148 0.0 0.0 0.0
H 5.5483 1.9935 1.3333 0.0 0.0 0.0
H 4.9617 3.5674 -0.5223 0.0 0.0 0.0
H 3.1446 2.9200 -2.1201 0.0 0.0 0.0
H 2.0351 0.7610 -1.9391 0.0 0.0 0.0
```
Forces are in eV/Å.

***

2.
Density functional theory data (wB97M-V/def2-TZVPD) for a molecular structure, C35H44AgClO4Se.

## Properties
- E_tot: -4669.645858 a.u.
- Frontier orbital gap: 5.32 eV
- ΔE to the lowest compared entry with this formula, charge and spin: 2.039 eV
- HOMO level: -1.17 eV
- Net charge: -2

```
86
Properties=species:S:1:pos:R:3:forces:R:3
Ag -0.1520 0.0698 -0.3808 0.1 0.0 -0.1
C -4.5521 4.6230 3.2753 0.0 0.0 -0.1
C -3.2092 4.5805 4.0156 0.0 0.0 0.0
C -2.4787 5.9111 3.7815 0.0 0.1 0.0
C -3.5100 4.4729 5.5108 0.0 0.0 0.1
C -2.3463 3.4248 3.5122 0.0 -0.1 0.0
C -1.9552 3.3628 2.1723 0.0 0.1 -0.1
C -1.0957 2.3903 1.6933 -0.1 0.1 0.5
Se -0.5514 2.4630 -0.1127 0.1 0.0 -0.3
C -2.1286 -0.2320 -0.2760 0.2 0.2 0.0
C -3.2471 0.4842 -0.0049 -0.1 -0.3 0.0
C -4.4620 -0.2363 0.0385 0.1 0.1 0.0
C -4.4172 -1.5921 -0.2388 0.0 -0.1 0.0
C -3.2510 -2.3236 -0.5266 0.0 0.0 0.0
C -2.0325 -1.6154 -0.4987 0.1 -0.1 0.1
O -0.7943 -2.0502 -0.6178 -0.3 0.0 0.0
C -3.3779 -3.8278 -0.7856 0.0 0.1 0.0
C -3.9131 -4.5266 0.4727 0.0 0.0 0.1
C -4.3644 -4.0739 -1.9373 0.0 0.0 0.0
C -2.0545 -4.4991 -1.1665 0.0 0.0 0.0
C -5.7365 0.5080 0.4306 0.1 0.0 0.0
C -6.9720 -0.3885 0.4093 -0.1 0.0 0.0
C -5.9753 1.6776 -0.5342 0.0 0.0 0.0
C -5.5667 1.0639 1.8508 0.0 0.0 0.1
C -0.5760 1.3389 2.5457 0.0 -0.1 -0.1
O 0.2149 0.4546 2.0876 -0.1 0.1 0.0
C -1.0506 1.3636 3.9024 -0.1 0.0 0.0
C -1.8829 2.3972 4.3276 0.0 0.0 0.0
C -0.7172 0.2791 4.9449 0.0 0.0 0.0
C -2.0249 -0.3854 5.4066 0.0 0.0 0.0
C 0.2055 -0.8466 4.4617 0.0 0.0 0.0
C -0.0346 0.9190 6.1663 0.0 0.0 0.0
H -5.1611 5.4659 3.6227 0.0 0.0 0.0
H -5.1094 3.6996 3.4398 0.0 0.0 0.0
H -4.4129 4.7308 2.1972 0.0 0.0 0.0
H -3.0886 6.7568 4.1211 0.0 0.0 0.0
H -2.2523 6.0590 2.7246 0.0 0.0 0.0
H -1.5308 5.9244 4.3244 0.0 0.0 0.0
H -4.1206 5.3265 5.8216 0.0 0.0 0.0
H -2.5962 4.4742 6.1094 0.0 0.0 0.0
H -4.0608 3.5597 5.7479 0.0 0.0 0.0
H -2.3134 4.1156 1.4729 0.0 0.0 0.0
H -3.1890 1.5433 0.2030 -0.1 0.0 0.0
H -5.3509 -2.1438 -0.2129 0.0 0.0 0.0
H -4.8865 -4.1312 0.7727 0.0 0.0 0.0
H -3.2245 -4.3866 1.3084 0.0 0.0 0.0
H -4.0219 -5.6024 0.2928 0.0 0.0 0.0
H -5.3579 -3.6773 -1.7189 0.0 0.0 0.0
H -4.4622 -5.1494 -2.1242 0.0 0.0 0.0
H -4.0090 -3.5973 -2.8531 0.0 0.0 0.0
H -1.3084 -4.4104 -0.3804 0.0 0.0 0.1
H -1.6112 -4.0524 -2.0555 -0.1 0.0 0.0
H -2.2590 -5.5601 -1.3594 0.1 0.0 0.0
H -7.1586 -0.8031 -0.5847 0.0 0.0 0.0
H -7.8493 0.1960 0.7028 0.0 0.0 0.0
H -6.8763 -1.2239 1.1067 0.0 0.0 0.0
H -6.1086 1.3125 -1.5555 0.0 0.0 0.0
H -5.1269 2.3633 -0.5394 0.0 0.0 0.0
H -6.8670 2.2439 -0.2436 0.0 0.0 0.0
H -5.4296 0.2504 2.5677 0.0 0.0 0.0
H -6.4431 1.6508 2.1498 0.0 0.0 0.0
H -4.6866 1.7039 1.9261 0.0 0.0 0.0
H -2.1966 2.3853 5.3659 0.0 0.0 0.0
H -2.5289 -0.8566 4.5603 0.0 0.0 0.0
H -2.7170 0.3361 5.8467 0.0 0.0 0.0
H -1.8140 -1.1584 6.1550 0.0 0.0 0.0
H -0.2130 -1.3946 3.6207 -0.1 0.0 0.0
H 0.3535 -1.5320 5.3077 0.0 0.0 -0.1
H 1.1706 -0.4733 4.1266 0.0 0.0 0.0
H -0.6586 1.6854 6.6297 0.0 0.0 0.0
H 0.9063 1.3881 5.8700 0.0 0.0 0.0
H 0.1841 0.1557 6.9218 0.0 0.0 0.0
Cl 5.4055 0.1824 -5.9651 -0.1 0.0 0.1
C 3.9040 0.1396 -5.0378 0.0 0.0 -0.1
C 2.6676 0.1167 -5.7203 0.1 0.0 -0.1
C 1.4949 0.0851 -5.0338 0.0 0.0 0.1
C 1.4309 0.0775 -3.5761 0.0 0.0 0.0
O 0.3417 0.0565 -2.9807 0.0 0.0 0.0
C 2.7256 0.0944 -2.9226 0.2 0.0 0.1
C 2.9281 0.0674 -1.4963 -0.1 0.0 0.0
O 2.1276 0.0389 -0.5699 -0.1 0.0 -0.1
C 3.9181 0.1262 -3.6763 0.0 0.0 0.0
H 2.6665 0.1231 -6.8051 0.0 0.0 0.0
H 0.5443 0.0657 -5.5525 0.0 0.0 0.0
H 4.0021 0.0680 -1.2167 0.0 0.0 0.0
H 4.8637 0.1386 -3.1438 0.0 0.0 0.0
```
Forces are in eV/Å.

***

3.
Density functional theory data (wB97M-V/def2-TZVPD) for a molecular structure, C35H44CdI2N4O3Si.

## Properties
- E_tot: -2857.477668 a.u.
- Frontier orbital gap: 7.11 eV
- ΔE to the lowest compared entry with this formula, charge and spin: 0.000 eV
- HOMO level: -7.11 eV

```
90
Properties=species:S:1:pos:R:3:forces:R:3
Cd -0.3229 -0.2922 -0.0683 0.0 0.0 -0.1
O -1.0137 7.0588 0.6988 0.0 0.0 0.0
C -1.9823 6.1496 1.1863 0.0 0.0 0.0
C -1.4483 4.7470 1.1073 0.0 0.0 0.0
C -2.1571 3.7008 1.6878 0.0 0.0 0.0
C -1.6677 2.4148 1.5615 0.1 0.0 0.0
N -0.5388 2.1250 0.9209 -0.2 0.0 0.2
C 0.1522 3.1253 0.3874 0.1 -0.1 -0.1
C -0.2682 4.4499 0.4501 0.0 0.0 0.0
C 1.4186 2.7301 -0.2886 0.0 0.0 0.0
C 2.4432 3.6359 -0.5227 0.0 0.0 0.0
C 3.6235 3.1934 -1.1079 0.0 0.0 0.0
C 4.7659 4.1512 -1.3303 0.0 0.0 0.0
O 5.2845 4.6575 -0.1088 0.0 0.0 0.0
C 3.7301 1.8491 -1.4228 0.0 0.0 0.0
C 2.6532 1.0145 -1.1568 0.0 0.0 0.0
N 1.5218 1.4403 -0.6191 0.1 0.0 0.0
H -1.3939 7.9409 0.6876 0.0 0.0 0.0
H -2.9029 6.2036 0.5932 0.0 0.0 0.0
H -2.2438 6.3719 2.2269 0.0 0.0 0.0
H -3.0798 3.8798 2.2268 0.0 0.0 0.0
H -2.1916 1.5702 1.9945 0.0 0.0 0.0
H 0.2965 5.2419 -0.0171 0.0 0.0 0.0
H 2.3506 4.6722 -0.2269 0.0 0.0 0.0
H 4.4197 5.0250 -1.8828 0.0 0.0 0.0
H 5.5476 3.6676 -1.9247 0.0 0.0 0.0
H 5.5790 3.9149 0.4287 0.0 0.0 0.0
H 4.6345 1.4485 -1.8637 0.0 0.0 0.0
H 2.6995 -0.0441 -1.3745 0.0 0.0 0.0
N -3.2044 2.2694 -2.8203 0.0 0.0 0.0
C -2.4523 1.5648 -1.9313 0.0 0.0 0.0
O -1.2328 1.6084 -1.9811 0.0 0.0 0.0
C -3.2430 0.8002 -0.8832 0.0 0.1 0.0
C -2.5303 -0.3978 -0.2738 0.1 0.0 -0.1
H -2.7327 2.8060 -3.5272 0.0 0.0 0.0
H -4.2033 2.1829 -2.8410 0.0 0.0 0.0
H -4.2190 0.5539 -1.3239 0.0 0.0 0.0
H -3.4673 1.5520 -0.1184 0.0 0.0 0.0
H -2.7171 -1.2757 -0.8992 0.0 0.0 0.0
H -2.9821 -0.6346 0.6950 0.0 0.0 0.0
C 1.2580 -1.7051 0.6096 0.0 0.0 0.1
Si 1.3934 -3.0524 -0.6143 0.0 0.0 0.0
C 1.5745 -2.3261 -2.3657 0.0 0.0 0.1
N 0.5310 -1.3462 -2.6847 -0.1 0.0 -0.1
C 0.9414 -0.3630 -3.7007 0.0 -0.1 0.0
C 0.7681 -0.8793 -5.1247 0.0 0.0 0.0
C -0.7227 -1.1558 -5.4057 0.0 0.0 0.0
C -1.5127 -1.2563 -4.0975 0.0 0.0 0.0
C -0.7204 -2.0377 -3.0631 0.1 0.0 0.0
C -0.1503 -4.1339 -0.5622 0.1 -0.1 0.0
C -0.3145 -5.1794 -1.4758 0.0 0.0 0.0
C -1.4527 -5.9708 -1.4741 0.0 0.0 0.0
C -2.4590 -5.7326 -0.5453 0.0 0.0 0.0
C -2.3143 -4.7068 0.3759 0.0 0.0 0.0
C -1.1691 -3.9188 0.3648 -0.1 0.0 0.0
C 2.8767 -4.2160 -0.4433 0.0 0.0 0.0
C 4.1589 -3.7905 -0.8017 0.0 0.0 0.0
C 5.2708 -4.6041 -0.6388 0.0 0.0 0.0
C 5.1242 -5.8764 -0.1038 0.0 0.0 0.0
C 3.8633 -6.3222 0.2636 0.0 0.0 0.0
C 2.7569 -5.4999 0.0935 0.0 0.0 0.0
H 2.2035 -1.1816 0.7721 0.0 0.0 -0.1
H 0.9464 -2.1022 1.5801 0.0 0.0 0.0
H 1.6414 -3.1290 -3.1209 0.0 0.0 0.0
H 2.5461 -1.8218 -2.3971 0.0 0.0 0.0
H 1.9819 -0.0974 -3.5057 0.0 0.0 -0.1
H 0.3570 0.5477 -3.5547 0.0 0.0 0.0
H 1.3552 -1.7937 -5.2475 0.0 0.0 0.0
H 1.1734 -0.1557 -5.8353 0.0 0.0 0.0
H -0.8268 -2.0922 -5.9599 0.0 0.0 0.0
H -1.1490 -0.3744 -6.0390 0.0 0.0 0.0
H -2.4692 -1.7559 -4.2646 0.0 0.0 0.0
H -1.7382 -0.2617 -3.7103 0.0 0.0 0.0
H -0.4853 -3.0277 -3.4858 0.0 0.0 0.0
H -1.3184 -2.2244 -2.1706 0.0 0.0 0.0
H 0.4647 -5.3824 -2.2045 0.0 0.0 0.0
H -1.5571 -6.7728 -2.1946 0.0 0.0 0.0
H -3.3506 -6.3473 -0.5402 0.0 0.0 0.0
H -3.0941 -4.5164 1.1032 0.0 0.0 0.0
H -1.0774 -3.1092 1.0816 0.0 0.0 0.0
H 4.3040 -2.7974 -1.2168 0.0 0.0 0.0
H 6.2517 -4.2471 -0.9282 0.0 0.0 0.0
H 5.9882 -6.5160 0.0266 0.0 0.0 0.0
H 3.7386 -7.3131 0.6828 0.0 0.0 0.0
H 1.7789 -5.8688 0.3820 0.0 0.0 0.0
I 1.9668 1.1098 3.3483 0.0 0.0 0.0
C 0.6614 0.0515 4.6396 0.0 0.0 0.0
I -1.0429 -0.7972 3.7065 0.0 0.0 0.0
H 0.3099 0.7508 5.3863 0.0 0.0 0.0
H 1.2209 -0.7539 5.0967 0.0 0.0 0.0
```
Forces are in eV/Å.

***

4.
Density functional theory data (wB97M-V/def2-TZVPD) for a molecular structure, C35H44N3NiO4PS2 at a distorted geometry.

## Properties
- E_tot: -4471.129712 a.u.
- Frontier orbital gap (alpha / beta): 3.05 / 6.20 eV
- ΔE to the lowest compared entry with this formula, charge and spin: 0.000 eV
- HOMO level (alpha / beta): -0.71 / -3.87 eV
- Net charge: -1
- Multiplicity: 4

```
90
Properties=species:S:1:pos:R:3:forces:R:3
Ni -0.2191 0.9771 0.7107 0.3 1.7 1.1
C 0.7554 5.5982 0.3471 -0.5 -0.2 0.5
C 0.1894 4.2051 0.3364 0.2 -2.0 -0.1
N 0.8840 3.0878 0.3047 -1.1 2.1 -0.6
O 2.2247 3.2672 0.3332 1.3 -0.2 -0.2
C -1.2540 3.9428 0.2923 0.9 -2.5 0.9
C -2.3401 4.9587 0.2135 -0.3 0.4 0.2
N -1.5376 2.6180 0.3990 -0.1 3.4 -0.7
O -2.7698 2.3801 0.1815 -1.3 -1.8 0.4
H 1.8256 5.5030 0.5341 -0.1 0.4 -0.1
H 0.2365 6.2025 1.1368 0.6 -0.5 -0.6
H 0.5444 6.0828 -0.6228 0.2 -0.1 0.3
H 2.5501 2.3802 0.0130 -0.4 0.7 0.6
H -2.1207 5.7299 -0.5392 -0.1 -0.2 0.1
H -2.5027 5.4971 1.1848 0.2 -0.5 -0.6
H -3.2747 4.4230 -0.0365 0.5 0.4 0.0
O 0.6954 1.5985 2.5232 -1.0 0.5 -0.7
N 1.5194 0.7268 3.1052 0.0 -0.9 -0.4
C 2.3587 1.1969 4.0738 1.5 0.6 1.3
C 3.3163 0.3879 4.6473 -1.3 0.2 -0.8
C 3.3332 -0.9564 4.2687 1.7 -1.3 0.9
C 2.4785 -1.4803 3.2980 -2.0 1.6 -1.1
C 1.5524 -0.5963 2.7061 1.3 -0.8 1.0
S 0.4686 -1.0087 1.4528 -0.1 -1.2 -0.5
H 2.2442 2.2401 4.3348 -0.1 -0.1 -0.2
H 4.0159 0.7568 5.3795 -0.1 0.2 0.1
H 4.0431 -1.6419 4.7251 0.0 0.2 0.1
H 2.4442 -2.5262 3.0162 0.1 0.1 0.0
O 2.2297 0.9197 -0.5440 0.4 -2.1 -0.4
S 2.9710 -0.3999 -0.2565 -1.0 1.0 0.9
C 2.4954 -1.6034 -1.4989 0.1 0.5 -0.7
C 1.8765 -1.1289 -2.6518 -0.1 -0.5 0.1
C 1.5188 -2.0266 -3.6575 -0.1 0.4 0.3
C 1.8648 -3.3672 -3.5514 0.3 0.2 0.2
C 2.5595 -3.8092 -2.4244 -0.1 0.1 -0.1
C 2.8361 -2.9433 -1.3668 -0.1 -0.2 -0.2
C 4.5860 -0.0001 -0.8580 -0.1 0.0 -0.2
C 4.6914 1.0724 -1.7185 0.6 0.4 -0.6
C 5.9479 1.4387 -2.1952 0.2 -0.2 0.2
C 7.0805 0.7355 -1.7741 -0.8 -0.3 0.2
C 6.9283 -0.3406 -0.8899 0.8 0.4 -0.2
C 5.6891 -0.7030 -0.4075 -0.1 -0.1 -0.1
H 1.6504 -0.0757 -2.7186 -0.1 0.1 0.0
H 0.9480 -1.6399 -4.4952 0.1 -0.2 -0.1
H 1.6206 -4.0457 -4.3573 0.0 -0.1 0.1
H 2.9002 -4.8368 -2.3780 -0.2 0.0 0.1
H 3.2939 -3.3308 -0.4618 0.0 0.2 -0.1
H 3.8162 1.6382 -2.0238 0.0 -0.2 0.2
H 6.0223 2.2832 -2.8753 0.1 -0.1 0.1
H 8.0627 1.0081 -2.1188 0.2 0.1 -0.1
H 7.8188 -0.8690 -0.5609 -0.1 0.0 0.0
H 5.5759 -1.5135 0.3030 0.0 0.0 0.0
C -3.7040 1.4236 -2.1642 0.2 0.3 0.2
C -3.2792 -0.0169 -1.7706 -0.5 -0.1 -0.1
C -2.2535 -0.4480 -2.8815 0.3 0.1 0.5
C -4.5632 -0.8956 -1.8679 -0.4 0.5 -0.1
P -2.2861 -0.2622 0.1102 -0.7 0.6 -0.9
C -2.1836 -2.0721 -0.1185 -0.2 -0.2 -0.1
C -3.2276 -2.9397 0.2166 -0.2 0.1 -0.2
C -3.1208 -4.3102 -0.0026 -0.5 0.5 0.0
C -1.9477 -4.8251 -0.5096 0.5 -0.1 0.0
C -0.8810 -3.9692 -0.8028 0.1 -0.7 -0.4
C -1.0321 -2.6027 -0.7021 -0.5 -0.1 0.4
C -3.1940 -0.2080 1.9173 -0.9 0.4 -0.4
C -2.9787 -1.4642 2.8239 0.9 0.2 -0.3
C -2.7984 1.0203 2.7738 0.5 0.2 0.5
C -4.6771 -0.0418 1.5808 -1.1 0.4 -0.1
H -4.0787 1.4450 -3.2147 0.2 -0.3 0.6
H -2.8791 2.1433 -2.0995 -0.1 -0.3 0.0
H -4.4879 1.8428 -1.5250 0.1 -0.2 0.0
H -2.6158 -0.1252 -3.8900 0.0 -0.4 0.8
H -2.0491 -1.5305 -2.8809 -0.2 0.3 -0.1
H -1.2739 0.0557 -2.7397 -0.5 -0.1 0.1
H -5.1261 -0.6585 -2.7969 0.5 0.0 0.3
H -5.2855 -0.6790 -1.0522 0.5 -0.1 -0.4
H -4.3961 -1.9693 -1.9021 0.3 0.0 0.2
H -4.1751 -2.5284 0.5803 0.5 -0.3 -0.1
H -3.9848 -4.9362 0.2047 0.2 -0.1 0.0
H -1.8734 -5.8910 -0.7069 0.2 0.1 0.2
H 0.0782 -4.3816 -1.1229 -0.4 0.1 -0.1
H -0.2738 -1.9362 -1.0691 0.4 0.1 0.2
H -1.9138 -1.7935 2.7999 -0.7 0.3 0.1
H -3.5814 -2.3302 2.5581 -0.1 0.1 0.0
H -3.2257 -1.1770 3.8647 0.1 -0.1 -0.5
H -1.7212 1.0581 3.0176 -0.2 -0.1 -0.3
H -3.2895 0.9610 3.7817 0.1 -0.1 -0.9
H -3.0788 1.9702 2.3030 0.1 -0.4 0.1
H -5.0583 -0.8255 0.9170 0.0 -0.1 0.4
H -4.9163 0.9015 1.0388 0.6 -0.4 0.4
H -5.3120 -0.0166 2.4931 0.4 -0.2 -0.3
```
Forces are in eV/Å.